# 1
Molecular formula: C5H13BNO2S
Method: DFT, wB97M-V/def2-TZVPD

Properties
structure (SMILES): COB(O)[C@@H]1CC[NH2+][C@H]1S
DFT total energy: -826.3933 a.u.
HOMO: -0.5110 Eh
2S+1: 1
charge: +1
gap between HOMO and LUMO: 10.5 eV

CARTESIAN COORDINATES (ANGSTROEM)
1 C 0.235 -0.937 -2.821
2 O -1.057 -0.696 -2.239
3 B -1.071 -0.927 -0.845
4 O -2.289 -1.437 -0.362
5 C 0.176 -0.587 0.123
6 C -0.103 -0.507 1.683
7 C -0.707 0.961 1.734
8 N -0.146 1.775 0.577
9 C 0.866 0.835 -0.032
10 S 2.391 1.150 0.993
11 H 0.060 -1.126 -3.905
12 H 0.743 -1.846 -2.433
13 H 0.895 -0.037 -2.784
14 H -2.218 -1.648 0.573
15 H 1.024 -1.263 -0.134
16 H 0.769 -0.690 2.343
17 H -0.849 -1.220 2.105
18 H -0.592 1.431 2.730
19 H -1.805 1.032 1.565
20 H 0.407 2.513 1.026
21 H -0.829 2.184 -0.063
22 H 1.199 1.149 -1.038
23 H 2.903 -0.111 1.206

natural (NBO) population analysis, charges in e, atoms 1 to 4:
1. C -0.27
2. O -0.69
3. B 1.14
4. O -0.84

=====

# 2
Molecular formula: C5H13BrN3
Method: DFT, wB97M-V/def2-TZVPD

Properties
DFT total energy: -2936.2691 a.u.
HOMO: -0.4801 Eh
2S+1: 1
charge: +1
gap between HOMO and LUMO: 9.2 eV
relative energy (zero: lowest compared OMol25 entry of this formula, charge and spin): 262.43 kJ/mol

CARTESIAN COORDINATES (ANGSTROEM)
1 C 0.157 -1.053 1.166
2 C 1.440 -1.543 0.450
3 C 0.824 -0.203 -1.450
4 C 0.173 0.682 -0.489
5 C -0.027 2.017 -0.960
6 N -0.132 0.296 0.708
7 N -0.707 1.200 1.599
8 N 1.027 -1.579 -0.951
9 Br -4.189 -0.261 0.581
10 H -0.688 -1.763 0.836
11 H 0.344 -0.992 2.201
12 H 2.288 -0.855 0.488
13 H 1.664 -2.493 0.687
14 H 0.141 -0.356 -2.332
15 H 1.873 0.163 -1.727
16 H 0.481 2.812 -0.316
17 H -0.970 2.348 -1.251
18 H 0.717 2.027 -1.812
19 H -0.280 1.387 2.480
20 H -1.236 1.888 1.118
21 H 1.699 -2.179 -1.611
22 H -4.597 -1.544 0.587

natural (NBO) population analysis, charges in e, atoms 1 to 4:
1. C -0.24
2. C -0.23
3. C -0.32
4. C 0.40

=====

# 3
Molecular formula: C5H13ClI2N2OPSTi
Method: DFT, wB97M-V/def2-TZVPD

Properties
DFT total energy: -3027.0925 a.u.
HOMO (alpha / beta): -0.5294 / -0.5294 Eh
2S+1: 2
charge: +2
gap between HOMO and LUMO (alpha / beta): 5.3 / 5.7 eV
relative energy (zero: lowest compared OMol25 entry of this formula, charge and spin): 216.82 kJ/mol

CARTESIAN COORDINATES (ANGSTROEM)
1 I -3.988 -1.372 -1.557
2 I -4.027 1.257 -1.583
3 Ti 0.230 0.016 0.728
4 P 0.333 0.005 -2.149
5 C -0.797 0.039 -3.735
6 C 1.549 1.313 -2.550
7 H 2.407 -1.373 -1.893
8 H 1.886 -1.094 -3.542
9 H 1.040 -2.261 -2.556
10 C 1.520 -1.283 -2.526
11 H 2.430 1.386 -1.896
12 H 1.914 1.085 -3.565
13 H -0.178 0.060 -4.677
14 H -1.452 0.952 -3.741
15 H 1.068 2.295 -2.600
16 H -1.464 -0.866 -3.767
17 C -4.456 -0.091 1.450
18 O -5.574 -0.090 1.646
19 Cl 2.439 0.010 0.778
20 N 0.730 -1.165 5.032
21 C 0.439 -0.024 4.433
22 N 0.756 1.174 4.974
23 S -0.601 -0.046 2.792
24 H 1.550 -1.268 5.648
25 H 0.360 -2.034 4.671
26 H 0.370 2.053 4.567
27 H 1.514 1.321 5.617

natural (NBO) population analysis, charges in e, atoms 1 to 4:
1. I 0.03
2. I 0.03
3. Ti 1.36
4. P 0.76

=====

# 4
Molecular formula: C5H13ClN2P
Method: DFT, wB97M-V/def2-TZVPD

Properties
DFT total energy: -1109.0275 a.u.
HOMO (alpha / beta): -0.4794 / -0.4794 Eh
2S+1: 1
charge: +1
gap between HOMO and LUMO (alpha / beta): 8.2 / 8.2 eV
relative energy (zero: lowest compared OMol25 entry of this formula, charge and spin): 270.46 kJ/mol

CARTESIAN COORDINATES (ANGSTROEM)
1 C 1.440 -0.163 1.262
2 C 0.853 -1.479 0.630
3 C 0.709 2.327 0.974
4 C -1.396 -2.282 0.043
5 C -0.447 0.981 -2.713
6 N 0.576 0.912 0.751
7 N -0.544 -1.189 0.282
8 P -0.736 0.393 -0.167
9 Cl -2.316 1.047 0.529
10 H 1.669 -0.081 2.383
11 H 2.509 -0.061 0.889
12 H 1.508 -1.771 -0.275
13 H 0.881 -2.376 1.308
14 H 0.523 2.792 2.040
15 H 1.586 2.770 0.590
16 H -0.163 2.624 0.392
17 H -1.539 -3.009 0.873
18 H -2.372 -1.638 -0.208
19 H -1.240 -2.820 -0.924
20 H -1.469 0.569 -3.074
21 H 0.410 0.404 -3.035
22 H -0.442 2.050 -2.549

natural (NBO) population analysis, charges in e, atoms 1 to 4:
1. C -0.23
2. C -0.23
3. C -0.39
4. C -0.40

=====

# 5
Molecular formula: C5H13F3O8P2S
Method: DFT, wB97M-V/def2-TZVPD

Properties
DFT total energy: -2180.7937 a.u.
HOMO: -0.2408 Eh
2S+1: 1
gap between HOMO and LUMO: 5.9 eV
relative energy (zero: lowest compared OMol25 entry of this formula, charge and spin): 108.48 kJ/mol

CARTESIAN COORDINATES (ANGSTROEM)
1 O 1.774 -2.859 0.487
2 P 2.565 -2.022 -0.390
3 O 2.164 -2.247 -1.933
4 O 4.142 -2.269 -0.264
5 C 2.141 -0.241 -0.087
6 S 0.435 -0.026 -0.706
7 C -0.724 -0.561 0.590
8 C -2.013 -1.243 0.061
9 O -3.044 -0.293 0.018
10 C -1.861 -1.987 -1.269
11 F -0.836 -2.829 -1.278
12 F -2.958 -2.763 -1.422
13 F -1.852 -1.187 -2.337
14 P 0.078 2.082 -1.062
15 O -1.318 2.378 -0.870
16 O 0.469 2.285 -2.600
17 O 1.003 2.917 -0.102
18 H 1.703 -3.100 -2.002
19 H 4.635 -1.518 -0.636
20 H 2.235 0.019 0.974
21 H 2.819 0.404 -0.667
22 H -1.042 0.301 1.228
23 H -0.186 -1.238 1.267
24 H -2.279 -2.008 0.807
25 H -3.485 -0.308 -0.842
26 H -0.204 1.838 -3.141
27 H 0.923 2.456 0.795
28 C -1.045 2.786 3.065
29 O -0.383 1.768 2.456
30 H -2.080 2.985 2.710
31 H -1.195 2.686 4.161
32 H -0.583 3.795 2.990

natural (NBO) population analysis, charges in e, atoms 1 to 4:
1. O -1.09
2. P 2.34
3. O -1.00
4. O -0.94

=====

# 6
Molecular formula: C5H13FeO2
Method: DFT, wB97M-V/def2-TZVPD

Properties
DFT total energy: -1611.6585 a.u.
HOMO (alpha / beta): -0.7316 / -0.7302 Eh
2S+1: 6
charge: +2
gap between HOMO and LUMO (alpha / beta): 11.0 / 7.0 eV
relative energy (zero: lowest compared OMol25 entry of this formula, charge and spin): 0.00 kJ/mol

CARTESIAN COORDINATES (ANGSTROEM)
1 H -1.749 -0.204 -2.789
2 C -2.347 -0.513 -1.922
3 C -2.067 0.376 -0.731
4 H -2.167 -1.572 -1.693
5 H -3.408 -0.415 -2.189
6 H -2.723 0.085 0.104
7 H -2.290 1.447 -0.800
8 O -0.632 0.263 -0.276
9 C -0.297 -0.828 0.576
10 C 1.206 -0.858 0.713
11 O 1.645 0.472 1.002
12 C 3.006 0.563 1.420
13 H -0.644 -1.771 0.134
14 H -0.779 -0.670 1.553
15 H 1.686 -1.196 -0.217
16 H 1.492 -1.530 1.534
17 H 3.226 1.620 1.598
18 H 3.138 -0.005 2.350
19 H 3.667 0.167 0.637
20 H -0.531 2.775 -0.975
21 Fe 0.567 1.795 -0.030

natural (NBO) population analysis, charges in e, atoms 1 to 4:
1. H 0.24
2. C -0.66
3. C -0.07
4. H 0.24

=====

# 7
Molecular formula: C5H13IOSi
Method: DFT, wB97M-V/def2-TZVPD

Properties
structure (SMILES): C[Si](C)(C)O.C=CI
DFT total energy: -860.7193 a.u.
HOMO: -0.3328 Eh
2S+1: 1
gap between HOMO and LUMO: 9.5 eV
relative energy (zero: lowest compared OMol25 entry of this formula, charge and spin): 0.00 kJ/mol

CARTESIAN COORDINATES (ANGSTROEM)
1 C -1.919 -1.453 -0.443
2 Si -1.182 0.273 0.090
3 C -0.677 0.528 1.957
4 C -2.382 1.712 -0.418
5 O 0.317 0.892 -0.391
6 H -2.247 -1.313 -1.504
7 H -1.247 -2.294 -0.747
8 H -2.611 -1.947 0.246
9 H 0.156 0.012 2.257
10 H -0.373 1.569 1.955
11 H -1.432 0.462 2.779
12 H -2.013 2.648 -0.161
13 H -2.594 1.454 -1.439
14 H -3.377 1.775 0.066
15 H 0.666 0.655 -1.239
16 C 2.990 -1.465 -0.467
17 C 3.603 -0.280 -0.639
18 I 5.535 -0.063 0.128
19 H 2.048 -1.576 -0.993
20 H 3.424 -2.265 0.046
21 H 3.314 0.676 -1.084

natural (NBO) population analysis, charges in e, atoms 1 to 4:
1. C -1.14
2. Si 1.78
3. C -1.08
4. C -1.10

=====

# 8
Molecular formula: C5H13N
Method: DFT, wB97M-V/def2-TZVPD

Properties
DFT total energy: -252.9420 a.u.
HOMO (alpha / beta): 0.0539 / -0.1729 Eh
2S+1: 2
charge: -1
gap between HOMO and LUMO (alpha / beta): 2.5 / 8.6 eV
relative energy (zero: lowest compared OMol25 entry of this formula, charge and spin): 156.18 kJ/mol

CARTESIAN COORDINATES (ANGSTROEM)
1 C 1.145 -2.904 -0.428
2 C 0.886 -1.764 -1.403
3 C 0.772 -1.897 -2.710
4 H 0.288 -3.011 0.228
5 H 1.208 -3.811 -1.038
6 H 2.092 -2.825 0.098
7 H 0.702 -0.795 -0.931
8 H 0.662 -0.972 -3.269
9 H 0.835 -2.902 -3.125
10 C -0.635 0.851 1.265
11 N -1.368 2.040 0.849
12 C -0.808 3.311 1.186
13 H -0.849 0.706 2.345
14 H -0.988 -0.083 0.826
15 H 0.464 1.002 1.133
16 H -2.348 2.051 1.093
17 H -0.746 3.534 2.278
18 H -1.533 4.054 0.779
19 H 0.221 3.415 0.825

natural (NBO) population analysis, charges in e, atoms 1 to 4:
1. C -0.75
2. C -0.21
3. C -0.49
4. H 0.21

=====

Among the records above, which one has the highest 2S+1? C5H13FeO2

=====

The highest DFT total energy belongs to which entry? C5H13N

=====

Which of these has the highest DFT total energy? C5H13N